{"formula": "C26H28ClN3O9PbS3", "method": "ωB97M-V with the def2-TZVPD basis set", "symbols": ["Pb", "C", "C", "C", "C", "C", "C", "C", "S", "O", "O", "N", "C", "C", "O", "O", "H", "H", "H", "H", "H", "H", "H", "H", "H", "O", "Cl", "O", "O", "O", "S", "C", "C", "C", "C", "C", "C", "H", "H", "H", "H", "H", "C", "C", "C", "N", "C", "S", "N", "C", "O", "C", "C", "C", "C", "C", "C", "H", "H", "H", "H", "H", "H", "H", "H", "H", "H", "H", "H", "H", "H"], "coordinates": [[9.326, -11.603, 12.932], [7.622, -6.554, 14.732], [8.204, -7.897, 15.074], [9.553, -8.140, 15.057], [10.065, -9.401, 15.391], [9.188, -10.413, 15.812], [7.801, -10.173, 15.770], [7.347, -8.876, 15.513], [9.805, -12.011, 16.300], [8.811, -12.516, 17.254], [11.155, -11.805, 16.867], [9.782, -12.743, 14.934], [10.114, -14.122, 14.821], [9.987, -14.656, 13.387], [10.123, -15.864, 13.161], [9.666, -13.785, 12.512], [8.241, -5.954, 14.020], [7.370, -5.988, 15.590], [6.729, -6.726, 14.147], [10.245, -7.372, 14.759], [11.103, -9.652, 15.413], [7.150, -10.971, 16.092], [6.300, -8.622, 15.483], [9.452, -14.758, 15.435], [11.090, -14.374, 15.154], [6.959, -9.586, 8.494], [7.432, -9.777, 9.836], [6.404, -10.636, 10.519], [8.661, -10.512, 9.858], [7.604, -8.537, 10.554], [11.873, -10.879, 12.424], [12.700, -12.254, 13.154], [13.215, -12.197, 14.441], [13.788, -13.309, 15.022], [13.931, -14.455, 14.278], [13.467, -14.538, 12.969], [12.844, -13.439, 12.398], [13.095, -11.264, 15.003], [14.036, -13.340, 16.031], [14.372, -15.353, 14.754], [13.546, -15.462, 12.402], [12.488, -13.404, 11.379], [7.346, -12.776, 7.819], [5.868, -12.899, 8.203], [5.537, -13.903, 9.315], [6.206, -13.574, 10.582], [5.859, -14.096, 11.761], [6.205, -13.443, 13.255], [5.124, -15.304, 11.670], [5.463, -16.513, 11.129], [4.652, -17.413, 11.229], [6.759, -16.675, 10.381], [7.946, -16.068, 10.824], [9.089, -16.382, 10.113], [9.061, -17.184, 8.976], [7.864, -17.726, 8.521], [6.714, -17.447, 9.207], [7.455, -12.070, 6.982], [7.702, -13.752, 7.533], [7.845, -12.406, 8.712], [5.270, -13.271, 7.325], [5.550, -11.871, 8.463], [5.861, -14.893, 8.968], [4.471, -13.841, 9.529], [6.620, -12.642, 10.624], [4.423, -15.355, 12.349], [8.122, -15.464, 11.723], [10.062, -15.998, 10.454], [9.972, -17.486, 8.507], [7.824, -18.457, 7.673], [5.760, -17.879, 8.880]], "atomic_forces_ev_per_a": [[-0.046, -0.029, -0.205], [0.620, -0.206, -2.035], [0.098, 0.977, 0.410], [1.166, -0.917, -0.146], [-1.078, -0.280, 0.754], [-0.351, 0.902, -0.816], [0.645, 0.500, 0.944], [-0.242, -1.383, -0.625], [0.394, 0.273, 1.652], [0.655, 0.072, -0.391], [-1.297, -0.152, -0.504], [-0.058, 0.731, -0.820], [-0.915, -1.292, 0.119], [-0.259, -0.502, 0.555], [0.127, 0.640, 0.208], [-0.011, 0.248, -1.006], [-0.054, -0.434, 0.864], [-0.178, 0.701, 0.932], [-0.510, -0.005, 0.043], [0.113, 0.217, -0.165], [0.570, 0.236, -0.160], [-0.217, -0.027, -0.082], [-0.340, -0.325, 0.201], [-0.032, 0.176, -0.200], [1.265, -0.021, 0.287], [0.267, 0.570, -0.373], [-1.688, -1.390, 1.595], [1.043, 1.127, -0.411], [0.738, -0.111, -0.260], [-0.324, -0.170, -0.457], [-0.108, 0.131, 0.054], [0.137, -0.325, -0.660], [-0.365, 0.826, 0.355], [-0.406, -0.023, -1.451], [0.327, -1.536, 0.154], [-0.112, 0.128, -0.278], [0.294, 0.573, 0.583], [-0.011, -0.483, -0.132], [0.588, 0.263, 1.666], [-0.288, 0.555, -0.349], [0.057, 0.088, 0.123], [-0.132, -0.325, 0.001], [-0.958, 0.002, 0.328], [-0.595, 0.272, -0.706], [0.624, 0.563, -0.046], [-0.053, 0.243, 0.202], [0.419, 0.098, -0.310], [-0.227, -0.147, -0.323], [1.317, 0.917, -0.602], [-0.045, 0.046, -0.638], [-0.049, -0.660, -0.027], [-0.301, 0.717, 0.317], [-0.017, -0.721, -0.096], [1.246, 0.224, -0.501], [-0.417, -0.243, 0.415], [0.315, -0.774, -0.868], [-0.796, -0.126, 0.728], [0.102, -0.182, 0.435], [0.532, -0.391, -0.101], [0.559, 0.002, -0.373], [0.400, 0.528, 0.630], [-0.253, -0.611, -0.029], [-0.383, 0.155, 0.202], [-0.197, -0.454, -0.296], [0.021, 0.016, 0.102], [-1.103, -0.320, 1.186], [-0.638, -0.277, -0.348], [-0.623, -0.128, 0.010], [0.528, 0.097, -0.289], [0.170, 0.938, 0.708], [0.340, 0.217, 0.313]], "charge": -2, "de_lowest_kcal_mol": 0.0, "homo_lumo_gap_ev": 6.9, "fmax_ev_per_a": 2.706}

{"formula": "C26H28FNOP2W", "method": "ωB97M-V with the def2-TZVPD basis set", "symbols": ["C", "C", "C", "C", "C", "C", "C", "C", "C", "C", "C", "C", "C", "H", "H", "H", "H", "H", "H", "H", "N", "W", "C", "H", "H", "C", "H", "H", "P", "P", "C", "H", "H", "H", "C", "H", "H", "H", "C", "H", "H", "H", "C", "H", "H", "H", "C", "O", "H", "F", "C", "C", "C", "C", "C", "C", "H", "H", "H", "H"], "coordinates": [[-2.307, -2.929, 1.761], [-1.178, -2.361, 1.161], [-1.338, -1.555, 0.008], [-2.666, -1.316, -0.528], [-3.771, -1.646, 0.274], [-3.596, -2.530, 1.337], [-2.794, -0.668, -1.757], [-1.625, -0.404, -2.481], [-0.327, -0.687, -1.884], [0.844, -0.672, -2.687], [0.733, -0.296, -4.031], [-0.500, 0.175, -4.540], [-1.646, 0.223, -3.742], [-2.207, -3.602, 2.623], [-4.753, -1.246, -0.023], [-4.470, -2.901, 1.870], [-3.781, -0.189, -2.059], [1.624, -0.305, -4.676], [-0.543, 0.542, -5.571], [-2.602, 0.649, -4.096], [-0.238, -0.925, -0.535], [1.098, 0.557, 0.770], [0.187, -2.643, 1.742], [0.944, -3.053, 1.066], [0.141, -3.327, 2.601], [2.196, -1.067, -2.112], [2.259, -2.087, -1.710], [2.979, -1.001, -2.883], [0.871, -1.054, 2.355], [2.654, 0.050, -0.772], [3.266, 1.568, -1.548], [3.546, 2.300, -0.778], [4.149, 1.341, -2.162], [2.493, 2.014, -2.183], [4.102, -0.679, -0.007], [4.937, -0.672, -0.719], [4.394, -0.115, 0.885], [3.896, -1.713, 0.291], [-0.185, -0.574, 3.770], [-0.210, -1.381, 4.518], [0.222, 0.339, 4.231], [-1.207, -0.370, 3.427], [2.459, -1.451, 3.122], [2.965, -0.518, 3.421], [2.289, -2.076, 4.014], [3.099, -1.993, 2.411], [2.107, 1.926, 1.815], [2.810, 2.638, 2.451], [-0.421, 0.970, 0.363], [-3.841, 4.571, -0.432], [-2.741, 3.823, -0.115], [-1.678, 3.796, -1.005], [-0.659, 2.876, -0.773], [-0.841, 2.012, 0.299], [-1.735, 2.249, 1.332], [-2.784, 3.105, 1.078], [-1.669, 4.456, -1.866], [0.264, 2.912, -1.363], [-1.622, 1.701, 2.269], [-3.595, 3.213, 1.774]], "atomic_forces_ev_per_a": [[0.358, 0.845, -0.485], [-0.486, -0.832, 0.641], [-0.101, 0.752, 0.076], [0.791, 0.195, 0.293], [-0.517, -1.213, 0.603], [-0.596, 0.699, -0.366], [-0.216, 1.661, 0.395], [0.501, 0.141, 0.454], [-0.452, 0.343, 0.164], [0.329, 0.326, -0.843], [-0.113, -0.043, 0.905], [-0.924, 0.650, 0.201], [0.573, -0.400, -1.478], [0.005, 0.219, -0.512], [0.427, -0.587, 0.204], [0.208, 0.144, -0.057], [1.289, -1.072, 0.175], [-0.537, -0.122, 0.307], [0.015, -0.092, 0.434], [0.695, -0.467, -0.018], [0.098, -1.377, -0.469], [-0.715, 1.035, -0.560], [0.162, 0.447, 0.304], [-0.313, 0.049, -0.284], [-0.179, 0.151, -0.206], [-0.189, 0.006, -0.411], [-0.384, 0.132, -0.067], [-0.263, 0.017, 0.128], [0.451, -1.571, 2.089], [2.759, -0.441, -0.806], [-0.008, 0.366, -0.169], [-0.013, -0.217, -0.194], [-0.262, 0.046, 0.112], [0.139, -0.047, -0.004], [0.846, -0.288, -0.060], [-0.032, -0.125, 0.172], [-0.057, -0.043, -0.219], [0.036, 0.155, -0.109], [-0.113, 0.231, -0.098], [0.049, 0.239, -0.271], [-0.109, -0.312, -0.090], [0.176, -0.092, 0.112], [0.255, -0.267, 0.424], [-0.180, -0.383, -0.062], [0.206, 0.164, -0.277], [-0.186, 0.153, 0.279], [3.614, 2.363, 2.819], [-2.883, -2.549, -2.473], [-3.459, 1.101, -1.063], [1.360, -0.650, 0.351], [-1.601, 0.453, -0.257], [0.217, 0.070, 0.086], [-0.251, 0.123, -0.308], [1.068, 0.089, 1.035], [-0.606, -0.510, -0.304], [0.346, 0.497, -0.016], [0.027, 0.023, 0.169], [-0.604, -0.430, -0.163], [-0.466, -0.026, -0.319], [-0.186, 0.269, 0.091]], "charge": 2, "de_lowest_kcal_mol": 7.6, "homo_lumo_gap_ev": [6.5, 6.1], "multiplicity": 3, "fmax_ev_per_a": 5.157}

{"formula": "C26H28N2O2PReS5", "method": "ωB97M-V with the def2-TZVPD basis set", "symbols": ["Re", "C", "C", "C", "C", "C", "C", "C", "C", "C", "S", "C", "N", "H", "H", "H", "H", "H", "H", "H", "H", "S", "C", "C", "C", "C", "C", "C", "C", "C", "C", "N", "H", "H", "H", "H", "H", "H", "S", "C", "C", "C", "C", "O", "P", "S", "S", "O", "C", "C", "C", "H", "H", "H", "H", "H", "H", "H", "H", "H", "H", "H", "H", "H", "H"], "coordinates": [[0.331, -0.384, -0.123], [-1.000, -3.336, 1.079], [0.379, -3.503, 0.517], [0.849, -4.832, 0.414], [2.079, -5.091, -0.095], [2.902, -4.019, -0.490], [4.199, -4.239, -1.003], [4.974, -3.173, -1.358], [4.485, -1.868, -1.203], [3.223, -1.613, -0.710], [2.695, 0.030, -0.460], [2.394, -2.710, -0.354], [1.114, -2.467, 0.126], [-1.299, -4.256, 1.578], [-1.706, -3.147, 0.269], [-1.056, -2.515, 1.788], [0.201, -5.632, 0.742], [2.443, -6.107, -0.193], [4.554, -5.257, -1.106], [5.970, -3.326, -1.753], [5.109, -1.024, -1.469], [-2.038, 0.261, 3.742], [-0.360, 0.211, 4.046], [0.375, -0.011, 2.926], [-0.418, -0.165, 1.748], [-1.774, -0.051, 2.046], [-2.893, -0.203, 1.179], [-4.212, 0.033, 1.625], [-5.290, -0.158, 0.813], [-5.096, -0.602, -0.507], [-3.830, -0.820, -0.937], [-2.744, -0.628, -0.122], [0.003, 0.380, 5.048], [1.455, -0.027, 2.913], [-4.349, 0.384, 2.637], [-6.287, 0.039, 1.182], [-5.923, -0.755, -1.184], [-3.571, -1.140, -1.935], [-1.099, -1.419, -2.200], [-1.459, -0.842, -0.654], [-1.745, 4.862, -1.295], [-1.075, 5.380, -0.036], [-0.258, 6.637, -0.272], [-0.273, 4.387, 0.647], [0.800, 3.353, 0.082], [2.040, 2.844, 1.457], [-0.370, 1.835, -0.725], [1.368, 4.207, -1.141], [2.407, 3.920, -2.113], [2.006, 2.800, -3.053], [3.754, 3.690, -1.457], [-2.408, 5.639, -1.681], [-2.335, 3.971, -1.088], [-1.012, 4.623, -2.064], [-1.848, 5.600, 0.703], [0.497, 6.471, -1.039], [0.240, 6.941, 0.649], [-0.917, 7.445, -0.594], [2.442, 4.855, -2.676], [2.029, 1.831, -2.554], [2.715, 2.774, -3.883], [1.006, 2.963, -3.454], [3.786, 2.731, -0.942], [3.973, 4.477, -0.736], [4.524, 3.696, -2.231]], "atomic_forces_ev_per_a": [[0.168, 0.155, 0.123], [-0.001, 0.013, -0.008], [0.002, -0.018, 0.006], [0.009, 0.003, -0.007], [-0.012, 0.006, 0.001], [0.015, -0.013, -0.002], [0.000, 0.002, -0.002], [-0.003, 0.002, 0.003], [0.001, -0.004, -0.004], [0.021, -0.006, 0.002], [-0.075, 0.019, -0.048], [-0.026, 0.018, 0.001], [0.008, -0.068, 0.001], [-0.004, 0.001, 0.002], [-0.006, 0.002, -0.004], [0.007, -0.002, -0.006], [-0.002, 0.002, 0.003], [0.002, 0.001, 0.000], [0.001, 0.001, 0.000], [-0.001, -0.001, -0.001], [-0.002, 0.001, 0.001], [-0.014, -0.027, 0.006], [0.015, 0.033, 0.004], [0.003, -0.020, -0.001], [-0.067, -0.002, -0.002], [-0.004, 0.001, -0.002], [-0.007, 0.026, -0.009], [0.024, -0.009, -0.001], [-0.017, 0.004, 0.004], [0.004, 0.002, -0.006], [0.004, 0.002, 0.021], [0.007, -0.016, -0.028], [0.002, 0.001, -0.002], [-0.002, -0.002, -0.002], [-0.006, -0.001, 0.001], [0.002, 0.003, 0.000], [0.000, -0.004, 0.002], [-0.003, -0.003, -0.001], [-0.024, -0.019, -0.034], [-0.052, -0.019, -0.012], [0.003, -0.004, 0.010], [0.009, 0.013, -0.002], [-0.001, 0.013, -0.012], [0.004, -0.019, 0.001], [-0.033, 0.016, -0.010], [0.018, -0.009, 0.044], [0.031, -0.078, -0.007], [-0.019, -0.015, -0.010], [-0.004, -0.008, -0.006], [0.008, 0.004, -0.012], [-0.002, -0.008, 0.012], [0.004, 0.002, 0.001], [0.002, 0.004, 0.001], [0.010, -0.002, -0.007], [0.001, -0.002, 0.004], [-0.007, 0.005, 0.008], [0.000, 0.000, -0.001], [-0.003, 0.001, 0.003], [0.008, 0.005, -0.003], [-0.001, 0.007, 0.001], [0.000, -0.007, -0.001], [0.002, 0.006, 0.002], [0.003, 0.008, -0.002], [0.003, 0.000, -0.005], [-0.002, 0.003, -0.008]], "charge": 0, "de_lowest_kcal_mol": 21.6, "homo_lumo_gap_ev": [5.5, 5.4], "multiplicity": 3, "fmax_ev_per_a": 0.260}

{"formula": "C26H28N2O4", "method": "ωB97M-V with the def2-TZVPD basis set", "symbols": ["C", "H", "H", "H", "O", "C", "O", "C", "N", "H", "C", "C", "C", "C", "C", "C", "C", "H", "H", "H", "C", "N", "H", "C", "C", "C", "C", "C", "C", "C", "H", "H", "H", "H", "H", "C", "O", "O", "C", "H", "H", "H", "H", "H", "H", "H", "H", "H", "C", "C", "C", "C", "C", "C", "H", "H", "H", "H", "H", "H"], "coordinates": [[-6.258, -1.995, -1.725], [-6.540, -1.029, -1.301], [-6.695, -2.083, -2.722], [-6.595, -2.806, -1.085], [-4.842, -2.106, -1.796], [-4.224, -1.230, -2.589], [-4.791, -0.391, -3.238], [-2.713, -1.385, -2.505], [-2.143, -1.072, -3.798], [-2.530, -0.200, -4.143], [-0.692, -1.066, -3.870], [-0.026, 0.125, -3.221], [0.786, -0.024, -2.107], [1.349, 1.078, -1.480], [1.093, 2.346, -1.984], [0.302, 2.504, -3.108], [-0.253, 1.400, -3.726], [-0.869, 1.526, -4.606], [0.117, 3.493, -3.501], [1.520, 3.212, -1.497], [2.242, 0.907, -0.282], [1.915, -0.301, 0.449], [0.936, -0.293, 0.723], [2.757, -0.553, 1.598], [2.894, 0.604, 2.580], [4.145, 1.060, 2.969], [4.259, 2.116, 3.857], [3.122, 2.726, 4.361], [1.871, 2.272, 3.979], [1.756, 1.214, 3.095], [0.781, 0.851, 2.809], [0.981, 2.741, 4.374], [3.212, 3.551, 5.052], [5.237, 2.465, 4.153], [5.033, 0.586, 2.576], [2.165, -1.684, 2.423], [0.988, -1.868, 2.588], [3.122, -2.411, 2.999], [2.685, -3.446, 3.871], [2.156, -3.020, 4.726], [2.013, -4.125, 3.343], [3.580, -3.968, 4.197], [3.753, -0.849, 1.249], [2.188, 1.816, 0.343], [3.282, 0.810, -0.622], [0.985, -1.006, -1.706], [-0.333, -1.991, -3.412], [-0.435, -1.088, -4.935], [-2.308, -0.492, -1.340], [-1.807, -1.046, -0.171], [-1.447, -0.236, 0.892], [-1.574, 1.140, 0.786], [-2.082, 1.698, -0.375], [-2.460, 0.886, -1.427], [-2.882, 1.324, -2.320], [-2.192, 2.769, -0.458], [-1.288, 1.780, 1.609], [-1.074, -0.690, 1.798], [-1.697, -2.118, -0.087], [-2.475, -2.426, -2.261]], "atomic_forces_ev_per_a": [[-0.320, 0.182, -0.096], [-0.003, -0.080, -0.024], [0.005, -0.004, 0.102], [0.034, 0.037, -0.026], [0.250, -0.228, 0.116], [0.105, -0.198, -0.147], [-0.009, 0.051, -0.093], [-0.156, 0.081, 0.028], [-0.329, 0.087, -0.132], [-0.059, -0.102, -0.022], [-0.025, 0.018, -0.101], [0.167, 0.024, -0.062], [0.023, 0.086, -0.163], [0.012, 0.027, 0.030], [0.039, -0.036, 0.040], [-0.009, 0.090, -0.082], [0.093, -0.127, -0.029], [-0.091, 0.034, -0.104], [-0.013, 0.088, -0.034], [0.035, 0.092, 0.075], [0.189, 0.079, 0.078], [-0.223, -0.137, 0.172], [0.068, -0.048, -0.006], [-0.010, -0.052, 0.087], [0.189, 0.129, -0.049], [-0.122, -0.054, -0.057], [0.072, 0.087, 0.081], [0.077, 0.057, 0.053], [-0.096, -0.003, 0.003], [0.069, -0.003, -0.010], [-0.131, -0.041, -0.058], [-0.072, 0.038, 0.034], [0.010, 0.067, 0.051], [0.077, 0.037, 0.026], [0.089, -0.057, -0.058], [0.118, -0.051, -0.254], [-0.120, -0.048, -0.036], [0.301, 0.116, -0.150], [-0.287, -0.194, 0.187], [0.043, -0.051, -0.051], [0.069, 0.032, 0.069], [-0.033, 0.041, -0.024], [-0.106, 0.042, 0.135], [0.055, -0.119, -0.120], [-0.031, 0.101, 0.056], [-0.022, -0.135, 0.042], [0.082, 0.013, -0.079], [0.080, -0.080, 0.136], [0.097, -0.124, 0.232], [-0.084, 0.046, -0.136], [-0.073, 0.020, 0.188], [0.046, -0.037, 0.129], [-0.055, 0.068, -0.099], [-0.061, -0.025, 0.082], [-0.006, 0.040, -0.099], [0.000, 0.097, -0.013], [0.029, 0.042, 0.082], [0.072, -0.011, 0.079], [0.018, -0.147, -0.013], [-0.063, 0.141, 0.033]], "charge": 0, "de_lowest_kcal_mol": 21.6, "smiles": "COC(=O)[C@@H](NCc1cccc(CN[C@H](C(=O)OC)c2ccccc2)c1)c1ccccc1", "homo_lumo_gap_ev": 9.2, "fmax_ev_per_a": 0.393}